DFT (the ωB97M-V functional and the def2-TZVPD basis) results for a gas-phase ion, C4H11N2 (charge +1) at a distorted geometry.

- Charge: +1
- Orbital gap: 7.9 eV
- Energy relative to the best compared isomer or geometry (same formula, charge and spin): 3.704 eV
- SMILES: CC/C(N)=C/[NH3+]

```
17
C4H11N2 the ωB97M-V functional and the def2-TZVPD basis
C -0.772 -0.225 -1.792
C 0.549 -0.636 -1.273
C 0.852 -0.053 0.120
N 1.334 1.185 0.130
C 0.360 -0.683 1.268
N -0.849 -0.002 1.911
H -1.007 -0.739 -2.714
H -1.610 -0.439 -1.120
H -0.846 0.819 -2.072
H 0.667 -1.681 -0.938
H 1.332 -0.378 -2.004
H 1.244 1.911 -0.575
H 1.448 1.615 1.046
H 0.702 -1.428 1.972
H -1.632 0.105 1.261
H -0.632 1.005 1.973
H -1.139 -0.378 2.809
```

How is the electron density shared among the atoms? According to natural (NBO), the charges in e are:
1 C -0.614
2 C -0.465
3 C 0.367
4 N -0.690
5 C -0.425
6 N -0.677
7 H 0.255
8 H 0.199
9 H 0.215
10 H 0.249
11 H 0.227
12 H 0.418
13 H 0.394
14 H 0.253
15 H 0.426
16 H 0.416
17 H 0.452